# Ca3H6N3O12

Ca3H6N3O12 as an isolated structure (wB97M-V/def2-TZVPD, OMol25).

XYZ file:
```
24
Properties=species:S:1:pos:R:3:nbo_charge:R:1
Ca 3.732 0.195 0.551 1.910
Ca -2.377 -2.434 -0.079 1.939
Ca -0.356 1.624 -3.486 1.917
N 0.116 0.117 -0.216 0.759
O 0.119 0.497 -1.423 -0.656
O 1.059 0.400 0.488 -0.384
O -0.823 -0.623 0.201 -0.694
N 0.710 -1.494 -4.569 0.718
O 1.369 -1.634 -5.567 -0.322
O -0.006 -2.380 -4.092 -0.485
O 0.737 -0.336 -3.940 -0.842
N 1.881 2.784 2.210 0.722
O 0.786 2.211 2.165 -0.479
O 2.951 2.113 1.884 -0.805
O 2.000 3.930 2.545 -0.347
O -2.241 1.365 2.346 -0.930
H -2.797 0.960 1.677 0.439
H -2.805 1.995 2.813 0.492
O -3.724 -0.830 0.991 -1.050
H -3.983 -1.065 1.903 0.542
H -4.554 -0.524 0.580 0.536
O 2.839 -1.912 0.977 -1.039
H 2.708 -2.431 1.787 0.541
H 2.662 -2.529 0.252 0.517
```

Properties
LUMO level: -0.4125 Ha
orbital gap: 4.6 eV
total charge: +3
molar mass: 360.29 u
multiplicity: 1

# Ca8O28P7

Ca8O28P7 as an isolated structure (wB97M-V/def2-TZVPD, OMol25).

XYZ file:
```
43
Properties=species:S:1:pos:R:3:lowdin_charge:R:1
Ca -19.613 1.976 6.582 1.093
Ca -23.915 6.561 8.281 1.464
Ca -25.140 0.729 9.358 0.709
Ca -21.805 0.487 8.756 0.878
Ca -24.575 2.184 5.178 1.020
Ca -22.540 5.532 5.159 1.395
Ca -22.994 3.775 10.560 1.339
Ca -20.384 4.908 8.320 1.339
P -24.627 6.672 11.286 -0.215
O -24.144 5.674 10.308 -0.618
O -24.620 5.923 12.592 -0.234
O -26.003 7.058 10.925 -0.321
O -23.770 8.011 11.283 -0.266
P -22.173 1.279 11.510 -0.126
O -23.187 0.975 10.492 -0.781
O -22.791 2.347 12.431 -0.450
O -21.226 2.070 10.507 -0.537
O -21.380 0.197 12.386 -0.475
P -22.772 3.487 7.724 -0.143
O -23.565 2.528 8.470 -0.566
O -21.377 2.963 7.702 -0.655
O -22.627 4.820 8.499 -0.679
O -23.262 3.709 6.227 -0.696
P -20.914 7.548 7.596 -0.103
O -22.122 8.004 8.388 -0.494
O -20.475 8.848 6.859 -0.467
O -21.220 6.245 6.775 -0.706
O -19.884 7.056 8.649 -0.466
P -20.894 5.370 11.619 0.078
O -19.484 5.008 12.204 -0.158
O -20.839 4.546 10.408 -0.495
O -20.823 6.934 11.435 -0.154
O -22.237 4.877 12.373 -0.371
P -17.605 3.477 8.877 0.136
O -18.958 2.953 8.486 -0.599
O -18.371 4.655 9.596 -0.280
O -16.461 3.646 7.644 -0.568
O -17.297 2.330 9.988 -0.387
P -23.263 4.762 2.549 -0.306
O -21.858 4.744 2.997 -0.513
O -23.783 3.638 3.456 -0.615
O -23.248 4.310 1.052 -0.526
O -23.712 6.193 2.767 -0.481
```

Properties
LUMO level: 0.2495 Ha
orbital gap: 2.3 eV
total charge: -5
molar mass: 985.41 u
multiplicity: 1

# CaClH14O7

CaClH14O7 as an isolated structure (wB97M-V/def2-TZVPD, OMol25).

XYZ file:
```
23
Properties=species:S:1:pos:R:3:nbo_charge:R:1
Ca -0.177 0.257 0.124 1.791
Cl -1.579 2.516 1.299 -0.921
O 1.823 -1.325 0.365 -0.960
H 2.171 -1.840 1.084 0.498
H 2.067 -1.774 -0.388 0.480
O -0.109 -0.222 2.569 -1.011
H 0.034 -1.059 3.070 0.494
H -0.826 0.279 2.994 0.531
O 1.854 1.518 0.997 -0.953
H 2.154 1.082 1.785 0.489
H 2.711 1.669 0.615 0.483
O -1.507 -1.817 0.649 -0.983
H -2.008 -1.947 1.437 0.508
H -1.756 -2.426 -0.029 0.494
O 0.141 -1.002 -1.979 -0.990
H 0.404 -0.719 -2.868 0.511
H 0.284 -1.972 -1.982 0.498
O 0.309 2.006 -1.484 -0.998
H -0.157 2.280 -2.286 0.499
H 0.937 2.749 -1.257 0.520
O -2.182 0.388 -1.217 -0.963
H -2.552 1.245 -1.367 0.508
H -2.041 0.112 -2.132 0.476
```

Properties
LUMO level: -0.1359 Ha
orbital gap: 7.3 eV
total charge: +1
molar mass: 201.64 u
multiplicity: 1

# CaFHO2P

CaFHO2P as an isolated structure (wB97M-V/def2-TZVPD, OMol25).

XYZ file:
```
6
Properties=species:S:1:pos:R:3:nbo_charge:R:1
P -0.396 1.128 1.560 1.666
O 0.311 2.340 0.880 -0.958
O 0.261 0.229 0.362 -1.263
F -0.282 -2.425 -2.496 -0.888
Ca -0.224 -1.209 -1.076 1.874
H 0.781 1.464 -0.093 0.568
```

Properties
LUMO level: -0.2321 Ha
orbital gap: 9.7 eV
total charge: +1
molar mass: 123.06 u
multiplicity: 1